(1)
The following is a quantum chemistry calculation of the ion C2H7N2O with charge +1, from OMol25.

Calculated values
energy above the lowest of the compared OMol25 structures with the same formula, charge and spin	2.171	eV
HOMO-LUMO gap	0.444	Ha
2S+1	1
calculated total energy	-7206.9736	eV
total charge	+1

Last column: Mulliken charge in e.
Positions of all 12 atoms, in Å:
C (0.078, -0.156, -0.095)  0.7132
C (-1.233, 0.483, -0.019)  -1.1479
N (1.129, 0.643, 0.110)  -0.1234
N (0.253, -1.454, -0.354)  -0.3366
O (2.389, 0.036, 0.139)  -0.4151
H (-1.337, 0.734, 1.036)  0.3653
H (-1.199, 1.387, -0.670)  0.3433
H (-2.117, -0.160, -0.344)  0.3502
H (0.941, 1.632, 0.529)  0.3159
H (-0.433, -2.044, -0.147)  0.2341
H (1.230, -1.872, -0.273)  0.2958
H (2.768, 0.343, -0.765)  0.4052

(2)
The following is a quantum chemistry calculation of the ion C2H7N2O with charge +1, from OMol25.

Calculated values
energy above the lowest of the compared OMol25 structures with the same formula, charge and spin	4.355	eV
HOMO-LUMO gap	0.391	Ha
2S+1	1
calculated total energy	-7204.7899	eV
total charge	+1

Last column: Mulliken charge in e.
Positions of all 12 atoms, in Å:
C (0.089, -0.251, -0.074)  0.7005
C (0.604, -0.027, 1.281)  -1.1316
N (1.158, -0.541, -1.002)  -0.4530
N (-1.157, 0.530, -0.507)  -0.2714
O (0.218, -1.567, -0.509)  -0.2941
H (0.245, -0.624, 2.139)  0.3256
H (0.715, 1.049, 1.488)  0.3605
H (1.637, -0.333, 1.113)  0.3527
H (1.182, -0.446, -2.027)  0.2706
H (-1.968, 0.615, 0.155)  0.3829
H (-1.613, 0.105, -1.300)  0.3794
H (-1.109, 1.489, -0.757)  0.3779

(3)
The following is a quantum chemistry calculation of the ion C2H7N2O with charge +1, from OMol25.

Calculated values
energy above the lowest of the compared OMol25 structures with the same formula, charge and spin	3.049	eV
HOMO-LUMO gap	0.425	Ha
2S+1	1
calculated total energy	-7206.0960	eV
total charge	+1

Last column: Mulliken charge in e.
Positions of all 12 atoms, in Å:
C (-1.045, 0.456, 0.048)  0.1348
C (1.238, -0.550, 0.108)  -1.1150
N (0.219, 0.705, -0.193)  0.1701
N (-1.446, -0.707, 0.531)  -0.3668
O (0.682, 1.878, -0.689)  -0.3892
H (-1.727, 1.288, 0.013)  0.4004
H (1.145, -0.791, 1.129)  0.4366
H (0.933, -1.293, -0.572)  0.4759
H (2.174, -0.192, 0.002)  0.3158
H (-2.464, -1.025, 0.540)  0.2830
H (-0.710, -1.498, 0.697)  0.2751
H (1.000, 1.730, -1.612)  0.3794

(4)
The following is a quantum chemistry calculation of a cluster of 2 separate species, C2H7N2O2 in total, from OMol25.

Calculated values
energy above the lowest of the compared OMol25 structures with the same formula, charge and spin	0.626	eV
HOMO-LUMO gap	0.309	Ha
2S+1	1
calculated total energy	-9264.0695	eV
total charge	-1

Last column: Mulliken charge in e.
Positions of all 13 atoms, in Å:
N (1.653, 0.567, 1.432)  -0.7321
C (1.794, -0.804, 0.973)  -0.3030
N (1.969, -1.014, -0.439)  -0.7065
H (1.421, 0.511, 2.416)  0.2314
H (0.835, 0.922, 0.924)  0.3143
H (0.919, -1.413, 1.280)  0.3046
H (2.668, -1.301, 1.464)  0.3194
H (2.466, -0.222, -0.842)  0.2625
H (1.072, -0.966, -0.917)  0.3155
O (-2.440, -0.559, -1.026)  -0.6424
C (-2.272, 0.632, -0.747)  -0.0114
O (-1.146, 1.156, -0.459)  -0.6656
H (-3.129, 1.367, -0.793)  0.3133

| no. | maximum force (eV Å⁻¹) | E_HOMO (Ha) |
| --- | --- | --- |
| 1 | 6.18 | -0.58172 |
| 2 | 2.30 | -0.54572 |
| 3 | 4.69 | -0.55920 |
| 4 | 2.14 | -0.15423 |